1.
Density functional theory data (ωB97M-V/def2-TZVPD) for a structure of composition C12H15N5O11PdS.

Geometry as XYZ:
```
45
Properties=species:S:1:pos:R:3
Pd 0.38 0.22 0.46
O 0.37 3.45 -2.07
C 0.04 2.63 -1.21
O 0.62 1.50 -1.06
C -1.18 2.98 -0.35
C -2.01 3.94 -0.86
C -3.13 4.39 -0.16
C -3.42 3.88 1.09
C -2.61 2.90 1.62
C -1.44 2.40 0.95
O -0.68 1.57 1.52
N -3.04 2.36 2.90
O -2.79 1.20 3.18
O -3.70 3.09 3.64
N -3.99 5.39 -0.73
O -3.72 5.84 -1.83
O -4.94 5.80 -0.06
H -1.75 4.37 -1.82
H -4.29 4.21 1.64
O 0.36 -1.34 1.78
S 0.86 -2.36 0.74
O 1.97 -3.14 1.24
O 1.32 -1.37 -0.35
O -0.25 -3.15 0.25
C -2.68 -0.36 -2.37
N -3.01 -1.55 -1.61
C -2.36 -2.74 -2.13
C -3.01 -1.38 -0.23
N -2.72 -0.24 0.27
N -3.35 -2.54 0.50
C -3.02 -2.51 1.90
C -4.66 -3.08 0.22
H -2.85 -0.56 -3.42
H -1.64 -0.05 -2.22
H -3.31 0.47 -2.05
H -1.27 -2.60 -2.21
H -2.76 -2.96 -3.12
H -2.52 -3.59 -1.47
H -2.81 -0.23 1.28
H -3.70 -1.87 2.49
H -1.99 -2.16 2.03
H -3.08 -3.53 2.29
H -4.83 -3.10 -0.86
H -5.46 -2.49 0.68
H -4.72 -4.10 0.60
```

Frontier orbital gap (Eh): 0.276
Largest force on an atom (eV/A): 0.4
Net charge: -2

2.
Density functional theory data (ωB97M-V/def2-TZVPD) for a cluster of 2 separate species, CH2N4O in total.

Geometry as XYZ:
```
8
Properties=species:S:1:pos:R:3
C -0.39 1.09 0.08
H 2.21 -0.89 0.92
H -0.29 2.24 0.38
N 0.61 0.09 0.07
N -1.43 0.52 -0.07
N -1.23 -0.84 -0.08
N -0.05 -1.08 0.08
O 1.89 0.16 -0.22
```

Frontier orbital gap (Eh): 0.299
Largest force on an atom (eV/A): 9.0
Net charge: 0

3.
Density functional theory data (ωB97M-V/def2-TZVPD) for the molecule C3H5N3.

Geometry as XYZ:
```
11
Properties=species:S:1:pos:R:3
N -1.38 0.41 -1.50
C -0.32 0.12 -0.60
C -0.04 -1.07 0.07
N 0.96 -0.72 1.04
C 1.16 0.59 0.84
N 0.50 1.11 -0.16
H -1.50 1.40 -1.70
H -2.26 0.06 -1.14
H 0.00 -2.04 -0.39
H 1.23 -1.10 1.95
H 1.64 1.20 1.58
```

Frontier orbital gap (Eh): 0.334
Largest force on an atom (eV/A): 1.3
SMILES: Nc1c[nH]cn1
Net charge: 0

4.
Density functional theory data (ωB97M-V/def2-TZVPD) for the molecule C16H25NO3S.

Geometry as XYZ:
```
46
Properties=species:S:1:pos:R:3
C -0.25 -3.18 -4.20
C -0.64 -3.30 -2.75
C -1.77 -2.67 -2.32
C -2.01 -2.63 -0.82
C -1.29 -3.25 0.15
C 0.07 -3.83 -0.42
C 0.42 -3.78 -1.71
H 1.04 -4.24 -2.32
H 0.64 -4.29 0.10
C -1.34 -3.28 1.52
H -1.02 -4.13 1.76
H -2.35 -2.76 1.67
S -0.23 -2.10 2.40
O 0.82 -2.87 3.04
O 0.45 -1.29 1.20
C -0.95 -0.91 3.33
C -1.91 -0.10 2.54
H -2.85 0.09 2.86
C -1.38 1.29 2.09
O -1.80 2.36 2.55
N -0.17 1.44 1.69
H 0.51 0.58 1.34
C 0.72 2.58 1.30
C 1.01 2.78 -0.12
H 1.20 1.99 -0.71
H -0.20 2.65 -0.60
C 1.45 4.05 -0.32
C 1.42 4.25 -2.18
H 0.50 4.32 -2.28
H 1.94 5.15 -2.25
H 1.91 3.47 -2.64
C 2.84 4.17 -0.03
H 3.05 4.05 1.00
H 3.46 3.28 -0.33
H 3.43 5.05 -0.31
H 1.03 4.86 -0.21
H 1.44 2.55 1.86
H 0.32 3.35 1.85
H -1.97 -0.46 1.34
H -0.22 -0.29 3.78
H -1.55 -1.70 4.01
H -2.57 -2.01 -0.45
H -2.37 -1.93 -2.79
H -1.12 -2.59 -4.60
H -0.23 -3.99 -4.66
H 0.54 -2.72 -4.36
```

Frontier orbital gap (Eh): 0.329
Largest force on an atom (eV/A): 11.4
SMILES: Cc1ccc(CS(=O)(=O)CCC(=O)NCCC(C)C)cc1
Net charge: 0